Entry 1:
Molecular formula: C4H11N2O
Method: DFT, ωB97M-V/def2-TZVPD

- HOMO: -13.48 eV
- Energy relative to the best compared isomer or geometry (same formula, charge and spin): 2.873 eV
- HOMO-LUMO gap: 10.3 eV
- Net charge: +1

```
18
Properties=species:S:1:pos:R:3:mulliken_charge:R:1
C 1.874 0.810 -0.687 -1.041
C 1.200 0.109 0.265 0.509
C -1.186 1.227 0.203 -1.368
C -0.406 -0.049 0.432 1.070
N -0.798 -0.885 1.393 -0.419
N -0.684 -0.957 -1.169 -0.647
O 1.810 -0.698 1.307 -0.516
H 2.932 0.883 -0.695 0.303
H 1.299 1.437 -1.322 0.267
H -2.115 1.207 0.830 0.366
H -0.717 2.117 0.484 0.362
H -1.492 1.483 -0.911 0.313
H -1.751 -0.879 1.695 0.247
H -0.209 -1.683 1.479 0.218
H -1.679 -1.144 -1.347 0.333
H -0.630 -0.412 -2.028 0.318
H -0.169 -1.874 -1.297 0.341
H 2.720 -0.690 1.370 0.343
```

---

Entry 2:
Molecular formula: C15H22B2Ca2F17N4O9S3
Method: DFT, ωB97M-V/def2-TZVPD

- HOMO: -9.66 eV
- HOMO-LUMO gap: 2.7 eV
- Net charge: +1

```
74
Properties=species:S:1:pos:R:3:mulliken_charge:R:1
Ca -2.401 -0.994 -5.712 1.912
Ca -5.597 0.475 1.517 1.906
C 5.393 -3.161 -0.993 -1.228
C 4.252 -2.357 -0.437 -0.328
N 3.707 -3.036 0.721 0.219
C 4.399 -3.404 1.840 -0.328
C 3.461 -3.796 2.735 -0.451
N 2.213 -3.928 2.099 0.144
C 2.371 -3.458 0.843 -0.186
C 0.981 -4.274 2.766 -0.820
H 5.210 -4.233 -1.079 0.371
H 6.325 -3.153 -0.429 0.366
H 5.515 -2.844 -2.029 0.373
H 3.543 -2.263 -1.260 0.347
H 4.575 -1.350 -0.172 0.236
H 5.447 -3.158 1.925 0.417
H 3.694 -4.010 3.768 0.428
H 1.638 -3.358 0.057 0.422
H 0.753 -5.299 2.474 0.355
H 0.084 -3.723 2.484 0.372
H 1.202 -4.220 3.832 0.292
C 1.742 2.540 5.217 -1.207
C 1.763 2.026 3.799 -0.367
N 2.960 2.389 3.151 0.299
C 4.226 1.953 3.474 -0.378
C 5.210 2.458 2.589 -0.468
N 4.476 3.124 1.643 0.094
C 3.115 3.162 2.072 -0.156
C 4.976 3.609 0.415 -0.907
H 0.843 2.249 5.760 0.374
H 1.775 3.627 5.146 0.347
H 2.610 2.258 5.814 0.374
H 0.879 2.172 3.178 0.431
H 1.850 0.947 3.918 0.219
H 4.382 1.303 4.322 0.438
H 6.270 2.258 2.539 0.444
H 2.308 3.430 1.406 0.404
H 5.192 2.749 -0.220 0.331
H 5.768 4.333 0.602 0.354
H 4.253 4.170 -0.177 0.373
B -4.925 -0.626 5.563 0.573
F -4.904 0.613 4.909 -0.410
F -4.590 -1.546 4.543 -0.412
F -3.979 -0.718 6.612 -0.385
F -6.157 -0.864 5.977 -0.314
B -1.416 0.833 -0.321 0.489
F -1.795 2.173 -0.427 -0.407
F -1.759 0.190 -1.501 -0.395
F -0.071 0.710 -0.055 -0.373
F -2.129 0.284 0.615 -0.292
C -6.133 -5.876 -1.624 0.541
F -6.153 -6.532 -0.434 -0.195
F -5.710 -6.670 -2.634 -0.201
F -7.336 -5.366 -1.845 -0.186
S -4.849 -4.351 -1.567 1.072
O -4.752 -3.671 -2.846 -0.665
O -5.568 -3.399 -0.667 -0.698
O -3.577 -4.814 -1.004 -0.644
C -8.040 2.933 -4.516 0.549
F -8.593 1.864 -5.031 -0.203
F -7.884 3.800 -5.530 -0.198
F -8.871 3.474 -3.561 -0.213
S -6.263 2.511 -3.801 1.099
O -5.575 3.798 -3.688 -0.628
O -6.325 1.895 -2.469 -0.677
O -5.600 1.572 -4.717 -0.692
C 1.933 4.462 -6.938 0.558
F 2.778 3.563 -7.396 -0.212
F 2.629 5.508 -6.497 -0.195
F 1.114 4.801 -7.958 -0.205
S 0.953 3.691 -5.457 1.097
O 0.155 2.571 -5.990 -0.703
O 1.949 3.226 -4.406 -0.662
O 0.077 4.748 -4.934 -0.628
```

---

Entry 3:
Molecular formula: C38H63N3O19
Method: DFT, ωB97M-V/def2-TZVPD

- HOMO: -9.14 eV
- HOMO-LUMO gap: 9.0 eV
- Structure (SMILES): O=C1CCCO1.O=C1CCCO1.O=C1CCCO1.O=C1CCCO1.O=C1CCCO1.O=C1CCCO1.O=C1CCCO1.O=C1CCCO1.CC(N)=O.CC(N)=O.CC(N)=O

```
123
Properties=species:S:1:pos:R:3:mulliken_charge:R:1
O -1.116 -5.061 3.368 -0.719
C -0.367 -4.200 2.863 0.741
N -0.922 -3.110 2.298 0.099
C 1.161 -4.229 2.750 -0.779
H -0.328 -2.374 1.944 0.057
H -1.924 -3.017 2.391 0.051
H 1.542 -5.232 2.941 0.363
H 1.655 -3.606 3.495 0.135
H 1.546 -3.913 1.780 0.093
O 5.192 -1.389 -0.977 -0.592
C 4.330 -2.004 -1.480 0.096
N 4.454 -2.544 -2.701 -0.164
C 2.988 -1.904 -0.844 1.456
H 5.367 -2.526 -3.131 0.239
H 3.745 -3.198 -2.997 0.168
H 2.568 -0.947 -1.152 -0.684
H 3.046 -2.017 0.239 0.239
H 2.307 -2.645 -1.263 -0.832
O 0.724 -0.753 1.361 -0.384
C 0.321 -0.023 0.440 0.038
N 0.867 1.179 0.224 0.690
C -0.820 -0.415 -0.522 0.138
H 1.596 1.478 0.855 0.030
H 0.394 1.868 -0.344 0.018
H -1.554 0.389 -0.568 -0.109
H -1.226 -1.415 -0.367 0.412
H -0.275 -0.451 -1.466 -0.468
O 0.401 2.929 2.540 -0.495
C -0.589 3.526 2.855 0.365
O -0.856 3.973 4.139 -0.401
C -2.082 4.676 4.265 -0.421
C -2.800 4.456 2.940 -0.510
C -1.748 3.926 1.941 0.027
H -1.758 5.714 4.337 0.256
H -2.610 4.363 5.165 0.331
H -3.050 5.457 2.589 0.306
H -3.697 3.840 2.993 0.171
H -1.289 4.817 1.513 0.239
H -1.997 3.223 1.147 0.120
O 8.449 1.135 0.849 -0.615
C 7.289 0.925 1.161 0.496
O 6.271 1.517 0.437 -0.424
C 4.960 1.174 0.996 0.572
C 5.313 0.973 2.451 -0.098
C 6.724 0.308 2.433 -0.658
H 4.503 0.301 0.530 -0.383
H 4.284 2.029 1.002 0.193
H 4.579 0.299 2.892 -0.184
H 5.428 1.952 2.916 0.410
H 6.624 -0.773 2.339 0.295
H 7.409 0.477 3.263 0.349
O -5.266 1.210 -0.978 -0.711
C -4.860 0.238 -1.700 0.384
O -3.723 0.168 -2.314 -0.014
C -3.525 -1.039 -3.062 0.042
C -4.904 -1.521 -3.218 -0.761
C -5.655 -0.987 -1.986 -0.367
H -2.829 -1.594 -2.433 -0.122
H -2.981 -1.019 -4.006 0.348
H -4.944 -2.610 -3.229 0.381
H -5.238 -1.057 -4.146 0.324
H -5.508 -1.569 -1.077 0.199
H -6.710 -0.795 -2.182 0.328
O 1.149 -0.247 -3.316 -0.263
C 2.090 0.435 -3.687 0.155
O 2.510 0.495 -4.989 -0.408
C 3.546 1.378 -5.213 -0.516
C 3.513 2.258 -3.908 -0.821
C 2.995 1.314 -2.833 0.446
H 3.382 2.082 -6.029 0.337
H 4.516 0.911 -5.388 0.304
H 2.749 3.020 -4.065 0.299
H 4.471 2.698 -3.633 0.404
H 2.532 1.841 -1.999 -0.006
H 3.686 0.586 -2.408 0.086
O 2.604 -4.341 -3.994 -0.683
C 1.547 -4.295 -3.427 0.513
O 1.367 -4.654 -2.125 -0.360
C -0.058 -4.614 -1.758 0.339
C -0.702 -4.473 -3.177 -0.475
C 0.277 -3.705 -4.010 0.229
H -0.344 -3.762 -1.142 -0.321
H -0.450 -5.473 -1.213 0.346
H -1.632 -3.914 -3.082 0.161
H -0.879 -5.463 -3.598 0.321
H 0.369 -2.621 -3.960 -0.396
H 0.247 -3.948 -5.072 0.360
O 2.503 2.142 6.751 -0.652
C 2.077 1.321 5.911 0.409
O 2.945 0.646 5.071 -0.331
C 2.135 -0.299 4.292 0.231
C 0.731 -0.377 4.826 0.026
C 0.588 0.935 5.592 0.095
H 2.639 -1.265 4.259 0.374
H 2.149 0.068 3.265 -0.387
H 0.408 -1.150 5.523 0.353
H 0.005 -0.426 4.015 -0.224
H 0.000 0.988 6.508 0.394
H 0.123 1.679 4.945 -0.325
O -0.923 2.835 -1.156 -0.689
C -1.540 2.824 -2.220 0.209
O -2.344 3.872 -2.440 -0.420
C -2.743 3.894 -3.770 -0.675
C -2.412 2.522 -4.342 -0.498
C -1.422 1.964 -3.406 1.418
H -2.402 4.728 -4.384 0.272
H -3.828 3.913 -3.669 0.373
H -1.966 2.640 -5.330 0.376
H -3.349 1.980 -4.462 0.059
H -0.397 1.951 -3.778 0.084
H -1.614 0.921 -3.158 -0.791
O -4.127 -2.535 1.703 -0.631
C -4.596 -1.489 2.079 0.399
O -5.795 -1.387 2.592 -0.407
C -6.245 -0.080 2.814 -0.432
C -5.020 0.771 2.497 -0.481
C -3.896 -0.153 2.019 1.194
H -6.511 -0.177 3.866 0.270
H -7.089 0.003 2.129 0.237
H -4.665 1.244 3.413 0.215
H -5.152 1.553 1.749 0.335
H -3.124 -0.250 2.783 0.118
H -3.513 0.103 1.031 -0.856
```

---

Entry 4:
Molecular formula: C30H69F3N3O24P3
Method: DFT, ωB97M-V/def2-TZVPD

- HOMO (spin up / spin down): -11.14 / -11.14 eV
- ⟨S²⟩: 0.76
- HOMO-LUMO gap (spin up / spin down): 8.2 / 2.0 eV
- 2S+1: 2
- Net charge: +1

```
132
Properties=species:S:1:pos:R:3:mulliken_charge:R:1
C 6.176 0.045 1.144 -1.815
C 4.691 0.264 1.028 1.256
C 3.912 -0.100 2.289 -0.368
O 4.212 -1.441 2.721 -0.322
C 3.488 -1.829 3.840 -0.736
N 4.411 1.630 0.556 -0.743
H 6.635 0.300 0.189 0.454
H 6.495 -0.927 1.519 0.320
H 6.594 0.782 1.829 0.404
H 4.365 -0.373 0.206 -0.169
H 2.844 0.095 2.190 0.013
H 4.182 0.598 3.081 0.312
H 2.405 -1.824 3.715 0.192
H 3.837 -1.213 4.669 0.365
H 3.779 -2.825 4.174 0.318
H 3.475 1.535 0.188 0.237
H 5.019 1.807 -0.231 0.344
C 2.827 -2.681 -5.061 -1.245
C 2.381 -4.180 -5.144 0.091
C 1.163 -4.569 -4.191 -0.018
O 0.779 -5.916 -4.351 -0.411
C -0.557 -6.230 -3.821 -0.770
N 2.062 -4.414 -6.542 -0.178
H 3.450 -2.297 -5.868 0.450
H 3.336 -2.512 -4.112 0.235
H 1.875 -2.151 -5.088 0.343
H 3.233 -4.786 -4.835 0.449
H 0.348 -3.919 -4.512 0.585
H 1.263 -4.363 -3.125 -0.188
H -1.098 -7.082 -4.233 0.329
H -1.211 -5.359 -3.853 0.327
H -0.426 -6.500 -2.773 0.288
H 1.171 -3.959 -6.679 0.374
H 1.824 -5.393 -6.611 0.391
C 2.200 0.608 -3.589 -1.348
C 2.254 2.072 -3.107 0.340
C 1.455 3.086 -3.967 -1.142
O 0.072 2.765 -3.881 -0.256
C -0.661 3.904 -4.395 -0.659
N 1.724 2.084 -1.778 -0.542
H 2.918 0.064 -2.976 0.308
H 2.362 0.581 -4.666 0.515
H 1.203 0.198 -3.429 0.297
H 3.286 2.420 -3.075 0.352
H 1.704 2.872 -5.006 0.440
H 1.729 4.099 -3.672 0.447
H -1.645 3.484 -4.601 0.263
H -0.301 4.252 -5.363 0.363
H -0.641 4.742 -3.698 0.158
H 0.954 2.680 -2.045 0.367
H 1.378 1.151 -1.605 0.066
C -1.960 0.779 -1.582 -1.152
O -1.739 -0.569 -1.163 -0.326
P -0.506 -0.893 -0.198 0.613
O 0.845 -0.398 -0.620 -0.051
O -0.951 -0.285 1.212 -0.540
C -0.307 -0.564 2.384 -0.037
O -0.696 -2.493 0.093 0.050
C -0.476 -3.406 -0.976 -1.111
H -2.903 1.238 -1.286 0.311
H -1.779 0.840 -2.655 0.421
H -1.260 1.550 -1.262 0.410
H -0.009 0.348 2.900 0.333
H 0.541 -1.249 2.370 -0.221
H -0.912 -1.050 3.149 0.173
H -1.337 -4.052 -1.149 0.407
H 0.475 -3.929 -0.871 0.258
H -0.327 -2.992 -1.973 0.337
C -4.901 8.227 -4.800 -0.636
O -4.876 7.378 -3.657 -0.302
P -4.256 5.848 -3.702 0.975
O -4.642 4.908 -4.819 -0.672
O -2.675 6.224 -3.604 -0.177
C -2.183 7.005 -2.540 -0.818
O -4.545 5.259 -2.181 -0.377
C -4.024 3.984 -1.834 -0.682
H -4.666 9.214 -4.399 0.252
H -5.882 8.234 -5.274 0.273
H -4.185 7.932 -5.567 0.303
H -1.701 7.922 -2.882 0.317
H -1.360 6.454 -2.084 0.299
H -2.843 7.411 -1.774 0.352
H -4.838 3.405 -1.399 0.349
H -3.296 4.095 -1.031 0.310
H -3.494 3.521 -2.667 0.245
C -1.682 3.080 4.730 -0.551
O -0.425 3.385 5.475 -0.366
P 0.414 2.239 6.246 0.966
O 0.619 0.913 5.541 -0.465
O 1.817 2.963 6.739 -0.379
C 3.037 2.663 6.121 -0.374
O -0.469 2.169 7.650 -0.360
C -1.803 1.728 7.631 -0.530
H -1.958 2.029 4.816 0.154
H -1.583 3.358 3.680 0.295
H -2.507 3.664 5.136 0.332
H 2.971 1.814 5.440 -0.024
H 3.821 2.462 6.851 0.311
H 3.355 3.456 5.444 0.298
H -1.938 1.094 8.508 0.292
H -2.036 0.970 6.883 0.188
H -2.426 2.619 7.558 0.244
C -3.945 -1.350 1.044 0.361
C -4.073 0.101 1.461 0.536
O -4.755 -0.073 2.771 -0.374
C -5.432 -1.179 2.757 0.573
O -6.158 -1.555 3.642 -0.551
O -5.092 -1.917 1.660 -0.405
F -4.895 0.633 0.549 -0.329
H -3.008 -1.862 1.264 -0.249
H -4.041 -1.387 -0.041 0.192
H -3.147 0.675 1.455 0.287
C 3.261 -2.923 -0.484 0.507
C 2.953 -3.738 0.790 0.270
O 3.044 -5.030 0.370 -0.376
C 3.339 -5.099 -0.991 0.490
O 3.345 -6.131 -1.669 -0.547
O 3.270 -3.835 -1.528 -0.319
F 1.770 -3.425 1.247 -0.107
H 4.235 -2.482 -0.271 0.206
H 2.531 -2.121 -0.591 -0.406
H 3.727 -3.459 1.505 0.284
C -2.045 -4.657 3.805 -0.025
C -2.557 -3.713 4.853 0.419
O -3.766 -4.204 5.373 -0.304
C -3.801 -5.543 4.994 0.564
O -4.635 -6.389 5.296 -0.524
O -2.789 -5.826 4.152 -0.366
F -2.791 -2.528 4.410 -0.236
H -0.969 -4.812 3.726 0.228
H -2.278 -4.324 2.794 0.010
H -1.764 -3.624 5.596 0.192
```

---

Entry 5:
Molecular formula: C5H8O2
Method: DFT, ωB97M-V/def2-TZVPD

- HOMO: -9.66 eV
- Energy relative to the best compared isomer or geometry (same formula, charge and spin): 1.125 eV
- HOMO-LUMO gap: 10.6 eV
- Structure (SMILES): CC(=O)C1(O)CC1

```
15
Properties=species:S:1:pos:R:3:mulliken_charge:R:1
C -0.935 0.458 -1.664 -1.247
C -1.059 -0.267 -0.343 0.774
O -2.021 -0.974 -0.101 -0.606
C -0.024 -0.140 0.743 0.800
O -0.569 -0.337 2.008 -0.579
C 1.161 0.765 0.680 -0.732
C 1.357 -0.714 0.494 -0.782
H -1.866 0.318 -2.217 0.330
H -0.770 1.528 -1.501 0.346
H -0.100 0.085 -2.268 0.319
H -1.300 -0.962 1.873 0.359
H 1.460 1.191 1.632 0.276
H 1.290 1.420 -0.177 0.218
H 1.613 -1.098 -0.490 0.253
H 1.764 -1.274 1.331 0.271
```

---

Energy (eV)
-9345.9841, -157228.5610, -83802.0917, -121850.5416, -9408.7075
Max |F| (Eh/bohr)
0.106, 0.116, 0.113, 0.094, 0.008